Density functional theory data (wB97M-V/def2-TZVPD) for a molecular structure, C34H51BaClN5O4.

The calculation puts the lowest unoccupied orbital energy at 2.29 eV. The value obtained for the largest force on an atom is 0.007 hartree/bohr. For the HOMO energy, the calculation gives -3.750 eV. The charge is -1. The frontier orbital gap comes out at 6.04 eV.

The geometry in XYZ format:
```
96
C34H51BaClN5O4, DFT wB97M-V/def2-TZVPD
Ba -0.363 -0.201 0.676
C 1.033 -0.069 3.452
C -0.046 -0.922 3.759
C -1.239 -0.167 3.684
C -0.897 1.151 3.298
C 0.510 1.207 3.143
C 1.305 2.386 2.650
C -1.833 2.312 3.102
C -2.543 -0.650 4.255
C 0.051 -2.320 4.293
C 2.490 -0.381 3.645
H 1.978 2.790 3.414
H 0.652 3.198 2.326
H 1.931 2.131 1.786
H -2.781 2.145 3.619
H -2.074 2.524 2.050
H -1.409 3.235 3.505
H -2.450 -0.826 5.333
H -2.873 -1.598 3.817
H -3.351 0.069 4.122
H -0.067 -2.352 5.384
H 1.021 -2.767 4.065
H -0.716 -2.979 3.877
H 2.784 -0.273 4.696
H 3.126 0.296 3.070
H 2.751 -1.400 3.348
O -2.088 -2.658 -2.925
Cl -1.029 -1.842 -2.339
O -1.624 -0.500 -2.019
O -0.501 1.918 -1.035
O -0.678 -2.436 -1.003
C -1.063 3.765 -3.023
C 0.168 2.903 -3.095
C 1.043 2.995 -4.184
C 2.143 2.159 -4.235
C 3.096 2.220 -5.403
C 2.380 1.243 -3.217
C 1.542 1.099 -2.078
C 0.427 1.994 -2.097
N 1.657 0.238 -1.042
C 2.788 -0.675 -0.950
C 2.825 -1.747 -2.062
C 3.982 -2.728 -1.842
C 3.778 -3.468 -0.517
C 3.749 -2.450 0.625
C 5.087 -1.711 0.680
C 5.294 -0.960 -0.637
C 5.308 -1.960 -1.799
C 4.153 0.041 -0.839
C 2.621 -1.445 0.376
H -1.051 4.511 -3.818
H -1.137 4.276 -2.062
H -1.978 3.175 -3.141
H 0.848 3.707 -4.978
H 2.789 2.981 -6.121
H 3.141 1.261 -5.926
H 4.112 2.457 -5.076
H 3.245 0.608 -3.328
H -1.318 1.579 -1.431
H 2.909 -1.290 -3.047
H 1.870 -2.281 -2.040
H 4.005 -3.450 -2.664
H 4.586 -4.190 -0.354
H 2.837 -4.026 -0.547
H 3.570 -2.963 1.576
H 5.903 -2.423 0.848
H 5.090 -1.004 1.516
H 6.248 -0.423 -0.607
H 6.144 -2.660 -1.681
H 5.460 -1.429 -2.745
H 4.350 0.653 -1.717
H 4.097 0.729 0.013
H 2.582 -0.718 1.190
H 1.675 -2.007 0.365
C -4.173 -1.346 -0.359
N -3.616 -0.110 0.230
C -4.328 0.142 1.489
N -5.776 0.283 1.305
C -6.271 -0.953 0.691
N -5.618 -1.240 -0.584
C -5.853 -0.109 -1.482
N -5.354 1.155 -0.927
C -3.917 1.000 -0.691
C -6.009 1.379 0.362
H -3.978 -2.176 0.324
H -3.671 -1.547 -1.302
H -3.939 1.053 1.944
H -4.143 -0.695 2.161
H -7.348 -0.860 0.529
H -6.089 -1.783 1.378
H -6.927 -0.015 -1.662
H -5.349 -0.302 -2.431
H -3.527 1.929 -0.262
H -3.426 0.797 -1.643
H -7.085 1.485 0.199
H -5.627 2.306 0.796
```

Here are the Löwdin charges for atoms 1 to 2, given in e: 1.949 -0.333